# 1
{
  "formula": "C14H15NO6",
  "method": "ωB97M-V/def2-TZVPD",
  "relative_energy_kj_mol": 0.0,
  "homo_energy_ha": -0.355,
  "orbital_gap_ev": 9.17,
  "smiles": "CCCOCN1C(=O)c2cc(O)cc(CC(=O)O)c2C1=O",
  "symbols": ["C", "C", "C", "O", "C", "N", "C", "O", "C", "C", "C", "O", "C", "C", "C", "C", "O", "O", "C", "C", "O", "H", "H", "H", "H", "H", "H", "H", "H", "H", "H", "H", "H", "H", "H", "H"],
  "coordinates": [[3.845897, -1.260954, 0.811570], [3.956320, 0.202374, 1.278127], [3.521157, 1.217255, 0.228014], [2.164940, 1.585091, 0.487480], [1.541532, 2.304267, -0.540736], [0.399828, 1.554390, -1.025475], [0.599771, 0.301977, -1.626316], [1.602557, -0.046950, -2.189971], [-0.646841, -0.476089, -1.402649], [-0.977369, -1.727509, -1.855087], [-2.209429, -2.233049, -1.447790], [-2.637005, -3.462221, -1.866332], [-3.071174, -1.490155, -0.639608], [-2.735579, -0.211029, -0.216543], [-3.679851, 0.599520, 0.639651], [-3.998908, -0.117554, 1.938838], [-4.701971, -1.085044, 2.004652], [-3.441848, 0.410596, 3.053822], [-1.497582, 0.279245, -0.607171], [-0.819849, 1.565054, -0.311514], [-1.184590, 2.485038, 0.374793], [4.831066, -1.694887, 0.644926], [3.363568, -1.874095, 1.573884], [3.252759, -1.346993, -0.098036], [3.314619, 0.356526, 2.145970], [4.977997, 0.430817, 1.579790], [4.155022, 2.109899, 0.268564], [3.593298, 0.792933, -0.776939], [1.172764, 3.258457, -0.166533], [2.216646, 2.488376, -1.376901], [-0.314637, -2.296940, -2.493088], [-1.911150, -4.089825, -1.787029], [-4.015883, -1.919213, -0.333823], [-4.621728, 0.731010, 0.104490], [-3.264584, 1.589087, 0.813901], [-2.779766, 1.070594, 2.813068]],
  "forces_ev_per_a": [[-0.0324, 0.0432, 0.3638], [-0.1866, -0.0789, -0.2200], [0.2211, 0.0386, 0.0437], [0.0047, -0.0146, -0.0071], [-0.0318, 0.1530, -0.1689], [-0.1067, -0.3498, 0.3199], [0.0063, 0.1073, -0.0855], [0.1004, 0.0049, -0.0001], [-0.1277, 0.1703, 0.0920], [0.0447, -0.1189, 0.0399], [-0.1935, 0.0175, 0.0352], [-0.0218, 0.0024, 0.3044], [0.0033, -0.0825, -0.2069], [0.0843, 0.1525, 0.0244], [-0.0143, 0.0983, -0.1611], [-0.0673, -0.0176, 0.1440], [0.0721, 0.1725, 0.0361], [0.0621, -0.2268, -0.1408], [0.0399, -0.1145, -0.0763], [0.2011, 0.2050, -0.2360], [-0.0446, 0.0064, 0.2108], [-0.0279, -0.0064, -0.2017], [0.0068, -0.0267, -0.0245], [0.0295, -0.0093, -0.0636], [0.0976, 0.1145, 0.0691], [0.0069, -0.0455, 0.0687], [-0.0721, 0.0549, 0.0246], [0.0258, 0.0080, -0.0309], [-0.0777, -0.0477, 0.0537], [0.0299, -0.0925, -0.0179], [0.0241, -0.0008, -0.0157], [0.0147, -0.0360, -0.2214], [0.0117, -0.0904, -0.0343], [-0.0326, -0.0950, 0.0523], [0.0312, -0.0172, 0.0191], [-0.0812, 0.1219, 0.0110]]
}


# 2
{
  "formula": "C24H28BBrCoN5O6Si",
  "method": "ωB97M-V/def2-TZVPD",
  "relative_energy_kj_mol": 0.0,
  "multiplicity": 2,
  "homo_energy_ha": [-0.194, -0.185],
  "charge": -1,
  "orbital_gap_ev": [7.17, 6.92],
  "s2": 0.79,
  "symbols": ["Co", "O", "C", "O", "C", "C", "C", "C", "C", "N", "C", "O", "O", "H", "H", "H", "H", "H", "B", "N", "C", "C", "C", "N", "N", "C", "C", "C", "N", "H", "H", "H", "H", "H", "H", "H", "H", "Br", "C", "C", "C", "C", "C", "C", "C", "O", "O", "H", "H", "H", "H", "C", "Si", "C", "C", "C", "H", "H", "H", "H", "H", "H", "H", "H", "H", "H", "H"],
  "coordinates": [[0.493687, -0.487907, 0.182779], [0.222303, -4.367874, 2.834227], [0.386411, -3.285947, 2.040674], [1.384973, -2.636926, 2.115873], [-0.727480, -3.067347, 1.120856], [-1.856893, -3.875286, 1.214817], [-2.887302, -3.730405, 0.316456], [-2.789053, -2.745030, -0.648521], [-1.678513, -1.920478, -0.646294], [-0.637641, -2.078887, 0.183856], [-1.584791, -0.684415, -1.536429], [-1.901742, -1.070382, -2.881752], [-0.332366, -0.189317, -1.495199], [0.998488, -4.380674, 3.410741], [-1.888649, -4.613918, 2.002711], [-3.765116, -4.361438, 0.366766], [-3.567197, -2.582633, -1.381565], [-1.098089, -0.846284, -3.368990], [3.241730, 0.933802, -1.489524], [3.356105, -0.520806, -0.974526], [4.478238, -1.252135, -1.039937], [4.151065, -2.577846, -0.821848], [2.769737, -2.553152, -0.617775], [2.305206, -1.308941, -0.703359], [2.311332, 1.789209, -0.584434], [2.378894, 3.122700, -0.493889], [1.294329, 3.572010, 0.238949], [0.605544, 2.409129, 0.573985], [1.239254, 1.344155, 0.078515], [2.777926, 0.906679, -2.606774], [4.339761, 1.430698, -1.461443], [5.428438, -0.789685, -1.248619], [4.809601, -3.429960, -0.811871], [2.104544, -3.376207, -0.420176], [3.177105, 3.668313, -0.968470], [1.047564, 4.586121, 0.501877], [-0.297857, 2.310133, 1.152000], [5.964196, 3.005763, 3.687674], [4.226256, 2.242467, 3.479936], [4.062912, 1.139799, 2.663315], [2.792660, 0.601546, 2.509810], [1.704721, 1.160205, 3.170034], [1.900618, 2.264218, 3.992081], [3.161946, 2.814705, 4.154621], [0.291166, 0.605561, 3.038261], [-0.520632, 0.909086, 3.911635], [0.019505, -0.125940, 2.020480], [4.909048, 0.707369, 2.146256], [2.646591, -0.261976, 1.881299], [1.044561, 2.679886, 4.506485], [3.321919, 3.669666, 4.797502], [-4.955595, 2.216663, -1.618032], [-3.919559, 0.803186, -2.360230], [-3.187718, 1.496098, -3.960273], [-5.125260, -0.619161, -2.690691], [-2.645335, 0.354194, -1.046802], [-5.766614, 2.505504, -2.292416], [-4.338494, 3.100826, -1.441332], [-5.401270, 1.930999, -0.661902], [-3.817414, 2.297604, -4.353959], [-3.087899, 0.727595, -4.727686], [-2.194170, 1.907433, -3.769816], [-5.975246, -0.275267, -3.284498], [-5.514921, -1.011643, -1.747471], [-4.640301, -1.436548, -3.228072], [-3.151534, -0.002217, -0.143978], [-2.093685, 1.253312, -0.765916]],
  "forces_ev_per_a": [[0.8138, 0.9352, -0.2686], [-0.4174, -0.3295, 0.1442], [0.9322, 0.0106, 0.6046], [0.4264, 0.4153, -0.2069], [-1.3229, 0.3392, -1.2490], [0.8117, -0.0971, 0.4658], [-0.4129, 0.3176, -0.6292], [-0.1671, -0.4890, 0.3369], [0.5824, 0.2454, -0.1828], [-0.7400, -0.8847, 1.0170], [0.5045, 0.5465, 0.3739], [-0.3409, -0.2119, -0.2491], [-0.3161, -0.1254, -0.7954], [0.0361, 0.0384, -0.0199], [-0.0384, -0.0060, -0.0887], [0.0208, -0.0412, 0.0373], [0.0180, 0.0583, 0.0096], [0.1040, -0.0345, 0.1274], [-0.2368, -0.0513, -0.1732], [0.3040, 0.0463, 0.1742], [0.0049, -0.1443, 0.0157], [0.0356, -0.0647, -0.0305], [0.0664, 0.1229, -0.0409], [-0.2055, -0.1792, 0.0995], [0.1888, 0.0013, 0.1327], [-0.1266, 0.0825, 0.0583], [0.0302, 0.0027, -0.0274], [0.0824, 0.1023, -0.1122], [-0.4369, 0.0404, -0.0957], [-0.0082, 0.0239, -0.0683], [0.1174, 0.0238, -0.0003], [-0.0488, 0.0556, -0.0324], [-0.0027, 0.0232, 0.0072], [-0.0705, 0.0223, 0.0966], [0.0486, -0.0853, 0.0134], [0.0071, -0.0130, 0.0060], [0.0100, -0.1461, 0.0111], [-0.0448, -0.0445, -0.0133], [0.0562, 0.0653, 0.0319], [0.0399, -0.0645, -0.0715], [-0.0331, 0.0863, 0.1974], [-0.0629, -0.1441, 0.0531], [0.0473, -0.0448, 0.0433], [0.0106, 0.0072, -0.0064], [-0.1142, 0.0644, -0.0034], [0.0765, -0.0278, -0.0862], [-0.0611, -0.2400, 0.6289], [-0.0109, 0.0086, -0.0095], [0.0019, -0.1328, -0.1036], [-0.0041, -0.0257, 0.0020], [-0.0208, 0.0208, -0.0271], [0.0773, -0.2152, -0.0562], [-0.2222, 0.3110, 0.1055], [-0.0723, -0.1425, 0.1631], [0.2137, 0.0887, -0.0153], [-0.1192, -0.2728, -0.3375], [0.0094, -0.0024, -0.0061], [0.0241, -0.0099, -0.0094], [0.0035, -0.0084, -0.0003], [-0.0093, 0.0005, 0.0074], [0.0223, -0.0207, 0.0382], [0.0037, 0.0004, 0.0083], [-0.0039, 0.0089, -0.0070], [-0.0285, 0.0259, 0.0056], [0.0156, 0.0313, -0.0042], [-0.0805, 0.1191, 0.0054], [0.0323, 0.0069, 0.0061]]
}


# 3
{
  "formula": "C22H22CuF3NOSSi",
  "method": "ωB97M-V/def2-TZVPD",
  "homo_energy_ha": -0.134,
  "charge": -1,
  "orbital_gap_ev": 6.54,
  "symbols": ["Cu", "F", "C", "F", "F", "C", "C", "C", "C", "N", "C", "S", "H", "H", "H", "C", "C", "C", "C", "Si", "O", "C", "C", "C", "C", "C", "C", "C", "C", "C", "C", "C", "C", "H", "H", "H", "H", "H", "H", "H", "H", "H", "H", "H", "H", "H", "H", "H", "H", "H", "H", "H"],
  "coordinates": [[12.750240, 8.965943, 8.853670], [17.863068, 9.158039, 12.324612], [16.552848, 9.261295, 11.960168], [15.858267, 8.256545, 12.619346], [16.027766, 10.444657, 12.456250], [16.364389, 9.198067, 10.461869], [17.373762, 9.117338, 9.465759], [16.966605, 8.815398, 8.181336], [15.595634, 8.729748, 7.843852], [14.673156, 8.976201, 8.724249], [14.968742, 9.180670, 10.047953], [13.519583, 9.437176, 10.967644], [18.441258, 9.206381, 9.750287], [17.702466, 8.759028, 7.361966], [15.336625, 8.554101, 6.781573], [6.950390, 8.127326, 8.910387], [8.215187, 8.933175, 8.520935], [8.553366, 10.023411, 9.551972], [8.099267, 9.627920, 7.151699], [9.705720, 7.840709, 8.519370], [11.065288, 8.731424, 8.346499], [9.747034, 6.839183, 10.102014], [9.211557, 5.555334, 10.145213], [9.144348, 4.888471, 11.365090], [9.744669, 5.427530, 12.518880], [10.289779, 6.732609, 12.451406], [10.268992, 7.455013, 11.268585], [9.438108, 6.533346, 7.157168], [10.612786, 5.901933, 6.746641], [10.576136, 5.014923, 5.681971], [9.407209, 4.818175, 4.949069], [8.232336, 5.410343, 5.378304], [8.211923, 6.223039, 6.515475], [6.219459, 8.203978, 8.086175], [6.497546, 8.513338, 9.824355], [7.110398, 7.080872, 9.106585], [7.950400, 10.925319, 9.427321], [9.592049, 10.369157, 9.440085], [8.453016, 9.661045, 10.560423], [7.249408, 10.348993, 7.199541], [7.876929, 8.903206, 6.367247], [8.995765, 10.170735, 6.901022], [8.833195, 5.118515, 9.219940], [8.617994, 3.889463, 11.445802], [9.705415, 4.905056, 13.460993], [10.763803, 7.176333, 13.343126], [10.621626, 8.481417, 11.188804], [11.550125, 6.148611, 7.246802], [11.533604, 4.501939, 5.432019], [9.403517, 4.079631, 4.142734], [7.333703, 5.177508, 4.810517], [7.234670, 6.603687, 6.857248]],
  "forces_ev_per_a": [[0.0528, -0.1115, -0.5147], [-0.8798, 0.2459, -0.0098], [-0.9488, 0.2683, 0.1607], [1.2938, 1.0986, -0.7064], [1.2230, -1.2384, -0.1455], [-1.1785, -0.2292, -0.5417], [-0.7333, -0.4596, 1.6898], [0.3299, 0.2907, -1.3615], [2.0709, 0.3861, -0.5279], [-0.0542, -0.2442, 0.3686], [0.6980, 0.2635, 0.3526], [1.2061, 0.1046, 0.7277], [-0.8243, -0.0810, -0.2695], [-0.3920, -0.1162, 0.5543], [-0.1811, 0.0238, 0.8671], [-0.3711, 0.9029, -0.5673], [-0.0114, 0.5838, 0.2670], [0.3802, 0.4157, -0.2986], [-1.2698, -0.1375, 0.4122], [1.9917, 0.3393, -0.4027], [-3.1830, -1.3215, -0.6753], [0.1864, 0.6448, 0.2516], [0.0386, 0.2529, 0.5162], [-0.1637, -1.3448, 0.8338], [-0.4095, 1.0671, -1.1438], [0.2718, -0.3689, 0.6645], [-0.6085, -0.9055, -0.6480], [-0.5444, 0.4127, 0.2016], [-0.5234, 0.0767, -0.3642], [1.2097, -0.3641, -0.3223], [0.5977, -0.6944, 0.3901], [-0.3073, -0.1145, 0.0810], [0.5101, -0.0453, -0.3248], [0.0072, -0.0629, 0.4013], [-0.1122, 0.1899, -0.0402], [0.2728, -0.5057, -0.0335], [-0.4098, -0.0300, 0.0474], [-0.1823, -0.2055, -0.0629], [-0.1461, -0.1400, 0.5239], [0.4279, -0.2765, -0.1461], [0.0757, 0.0907, -0.1272], [0.4018, 0.1472, -0.0712], [-0.0187, -0.0577, 0.3435], [0.7694, 1.1747, -0.1725], [0.0698, -0.1351, 0.0819], [-0.3516, -0.2814, -0.4288], [0.1757, -0.2753, 0.1965], [-0.1795, -0.1372, -0.1044], [-0.9418, 0.3042, -0.0928], [-0.0435, 0.4320, 0.0726], [-0.0779, 0.1814, 0.2570], [0.7867, -0.0138, -0.1596]]
}


# 4
{
  "formula": "C6H12N2O",
  "method": "ωB97M-V/def2-TZVPD",
  "relative_energy_kj_mol": 192.1,
  "homo_energy_ha": -0.337,
  "orbital_gap_ev": 10.07,
  "smiles": "C=CCNC(N)=O.C=C",
  "symbols": ["C", "C", "C", "N", "C", "C", "N", "C", "O", "H", "H", "H", "H", "H", "H", "H", "H", "H", "H", "H", "H"],
  "coordinates": [[-0.624674, -0.088042, 1.507031], [0.902593, -1.547783, -1.142959], [1.573050, -0.444725, -1.511325], [0.446159, 0.901906, 1.446786], [0.460005, 2.076959, 0.707382], [-1.317145, -0.423468, 0.220194], [0.097125, 1.945772, -0.604009], [-1.922655, -1.586347, 0.008510], [0.929981, 3.097649, 1.176621], [0.826917, 1.086735, 2.369501], [-1.498331, 0.429500, -0.436754], [0.269894, 2.776005, -1.151273], [-1.403270, 0.266826, 2.203179], [-0.198869, -0.998882, 1.939857], [0.284514, -2.090374, -1.838535], [1.066853, -2.005092, -0.183560], [-1.774451, -2.432141, 0.659839], [-2.522953, -1.755727, -0.870879], [1.593945, -0.137691, -2.548703], [2.360561, -0.063680, -0.878515], [0.450752, 0.992601, -1.072388]],
  "forces_ev_per_a": [[-0.1240, -0.1345, 0.1345], [1.0281, 0.6726, -0.6686], [0.5941, -1.8091, -0.1947], [0.1044, -0.0143, 0.2653], [1.1155, -0.2017, 0.1754], [-1.0765, 0.2991, 0.2203], [0.4653, -2.2860, -1.6360], [0.3711, 0.2703, -0.1427], [-0.3574, 0.2553, 0.1259], [-0.0868, 0.0892, -0.2737], [-0.0015, -0.4976, 0.0816], [0.1465, -0.0409, 0.0950], [0.0915, -0.0949, -0.1099], [-0.0792, 0.0481, 0.0033], [-0.2780, 0.0543, -0.0291], [-0.1322, 0.0388, 0.2917], [-0.0192, -0.1620, 0.2355], [-0.1095, 0.0297, -0.1047], [-0.2939, 0.2599, -0.0202], [-0.1742, 0.3626, 0.2175], [-1.1843, 2.8612, 1.3338]]
}